a.
C2H2Br6 as an isolated structure. Source: OMol25; level of theory: wB97M-V/def2-TZVPD.

Each line ends with the natural charge from an NBO analysis.
Cartesian coordinates (Å):
C (12.025, -21.627, -29.674)  -0.442
Br (12.998, -20.029, -30.493)  0.060
Br (12.602, -23.394, -30.370)  0.088
Br (10.029, -21.560, -29.689)  0.080
H (12.318, -21.625, -28.624)  0.213
C (11.843, -18.833, -26.857)  -0.455
Br (11.486, -20.518, -25.908)  0.074
Br (13.791, -18.442, -26.797)  0.071
Br (10.755, -17.344, -26.116)  0.091
H (11.627, -19.019, -27.909)  0.220


b.
C2H2Br6 as an isolated structure. Source: OMol25; level of theory: wB97M-V/def2-TZVPD.

Each line ends with the natural charge from an NBO analysis.
Cartesian coordinates (Å):
C (-0.244, 0.434, -2.767)  -0.470
Br (-0.304, 1.805, -1.448)  0.065
Br (1.146, -0.710, -2.403)  0.149
Br (-0.034, 1.368, -4.505)  0.057
H (-1.172, 0.096, -2.587)  0.205
C (-0.032, -0.615, 2.700)  -0.488
Br (0.629, -1.636, 4.224)  0.061
Br (0.406, -1.444, 1.011)  0.117
Br (0.637, 1.211, 2.698)  0.073
H (-1.033, -0.509, 3.078)  0.231


Computed stability ranking, most favorable first: a, b


a.
C5H10NO2 as an isolated structure. Source: OMol25; level of theory: wB97M-V/def2-TZVPD.

Properties
multiplicity: 2
charge: -2
<S²>: 0.76

Each line ends with the natural charge from an NBO analysis.
Cartesian coordinates (Å):
O (-3.308, 0.899, -0.723)  -0.811
C (-2.704, 0.105, 0.038)  0.764
O (-3.213, -0.818, 0.715)  -0.810
C (-1.192, 0.384, 0.258)  -0.514
C (-0.324, -0.784, 0.778)  -0.414
C (1.152, -0.698, 0.995)  -0.496
C (1.983, -0.446, -0.363)  -0.257
N (3.011, 0.474, -0.552)  -0.983
H (-1.097, 1.258, 0.926)  0.181
H (-0.694, 0.642, -0.683)  0.198
H (-0.504, -1.614, 0.055)  0.179
H (-0.958, -1.209, 1.604)  0.199
H (1.538, 0.206, 1.494)  0.183
H (1.456, -1.630, 1.504)  0.155
H (0.390, 1.667, -2.005)  0.020
H (1.705, -1.216, -1.108)  0.083
H (0.810, 1.888, -2.603)  -0.036
H (1.949, 0.893, -0.331)  0.358


b.
C5H10NO2 as an isolated structure. Source: OMol25; level of theory: wB97M-V/def2-TZVPD.

Properties
multiplicity: 2
charge: -2
<S²>: 0.76

Each line ends with the natural charge from an NBO analysis.
Cartesian coordinates (Å):
C (0.923, 0.733, -0.092)  -0.465
C (0.776, -0.027, -1.375)  -0.427
C (0.124, 0.739, -2.541)  -0.009
O (0.608, 0.411, -3.744)  -0.996
C (-0.237, 0.359, 0.822)  0.281
N (0.084, -1.004, 1.460)  -0.654
C (-1.031, -1.360, 2.336)  -0.454
O (-1.326, 1.178, 0.914)  -0.840
H (1.800, 0.447, 0.547)  0.190
H (0.748, 1.819, -0.329)  0.202
H (1.855, -0.262, -1.790)  0.157
H (0.385, -0.996, -1.204)  0.192
H (-0.965, 0.344, -2.546)  0.052
H (0.019, 1.784, -2.249)  0.074
H (0.188, 0.237, 1.867)  0.235
H (-1.410, -2.459, 2.180)  0.151
H (-0.638, -1.298, 3.445)  0.107
H (-1.903, -0.645, 2.298)  0.207


Computed stability ranking, most favorable first: a, b